No. 1
{
  "formula": "C21H33F3O12",
  "method": "ωB97M-V/def2-TZVPD",
  "e_homo_ev": -9.62,
  "e_lumo_ha": 0.019,
  "smiles": "O=C1OC[C@@H](F)O1.O=C1OC[C@@H](F)O1.O=C1OC[C@@H](F)O1.C1CCOC1.C1CCOC1.C1CCOC1",
  "charge": 0,
  "homo_lumo_gap_ha": 0.37228,
  "spin_multiplicity": 1,
  "elements": ["H", "H", "H", "C", "O", "H", "C", "O", "H", "H", "C", "H", "C", "O", "C", "O", "H", "H", "C", "H", "C", "C", "C", "H", "H", "H", "C", "C", "H", "C", "H", "C", "O", "C", "H", "C", "H", "H", "O", "O", "H", "H", "H", "O", "H", "F", "H", "C", "H", "H", "H", "F", "O", "C", "H", "O", "O", "C", "O", "H", "H", "H", "C", "C", "C", "F", "H", "H", "H"],
  "xyz": [[-13.185, 7.968, 13.813], [-12.142, 4.508, 11.518], [-13.547, 9.357, 18.437], [-18.682, 7.600, 18.813], [-16.132, 7.979, 14.515], [-11.806, 3.529, 14.463], [-12.341, 4.084, 13.700], [-13.932, 8.403, 11.735], [-14.950, 6.454, 14.078], [-11.345, 3.015, 11.988], [-11.377, 10.882, 16.768], [-10.614, 11.388, 17.397], [-10.367, 4.869, 12.794], [-9.068, 4.750, 17.832], [-14.620, 9.153, 10.718], [-17.988, 8.309, 17.895], [-18.171, 8.855, 15.905], [-20.672, 7.516, 16.345], [-12.553, 11.889, 16.592], [-14.042, 6.317, 11.983], [-13.032, 10.232, 18.183], [-15.803, 9.325, 14.402], [-18.813, 8.596, 16.795], [-10.432, 6.040, 14.583], [-12.593, 6.775, 11.337], [-10.159, 4.097, 19.457], [-11.590, 4.010, 12.371], [-15.013, 7.244, 14.782], [-9.665, 4.263, 13.330], [-13.706, 11.348, 17.436], [-12.305, 12.891, 16.925], [-11.018, 6.015, 13.659], [-14.506, 9.487, 14.388], [-11.130, 3.762, 17.627], [-11.795, 3.025, 18.160], [-13.637, 7.050, 11.277], [-10.727, 5.635, 18.747], [-14.195, 12.061, 18.078], [-10.193, 3.146, 16.839], [-18.290, 7.552, 19.939], [-11.143, 6.951, 13.153], [-12.750, 12.004, 15.529], [-13.659, 6.340, 9.187], [-11.909, 9.788, 17.419], [-14.439, 10.939, 16.742], [-15.147, 6.649, 16.015], [-10.842, 10.671, 15.795], [-14.349, 8.413, 9.392], [-14.297, 10.207, 10.738], [-19.290, 6.538, 16.260], [-13.426, 8.733, 8.945], [-19.434, 9.748, 17.091], [-16.637, 10.173, 14.282], [-19.738, 7.420, 16.812], [-15.662, 9.125, 10.985], [-12.356, 5.490, 14.009], [-8.083, 3.647, 16.097], [-8.985, 3.829, 16.853], [-19.735, 7.034, 18.217], [-12.596, 10.676, 19.148], [-9.821, 5.154, 11.917], [-15.318, 6.617, 10.010], [-14.293, 6.939, 9.863], [-13.858, 8.235, 14.666], [-10.265, 4.634, 18.541], [-11.945, 4.510, 16.827], [-15.148, 8.625, 8.642], [-13.342, 8.387, 15.650], [-13.442, 3.757, 13.681]]
}

No. 2
{
  "formula": "C21H33F3O13",
  "method": "ωB97M-V/def2-TZVPD",
  "e_homo_ev": -9.09,
  "e_lumo_ha": 0.000,
  "smiles": "O=C1OC[C@@H](F)O1.O=C1OC[C@@H](F)O1.O=C1OC[C@@H](F)O1.CC(C)=O.CC(C)=O.CC(C)=O.CC(C)=O",
  "charge": 0,
  "homo_lumo_gap_ha": 0.33397,
  "spin_multiplicity": 1,
  "elements": ["C", "O", "O", "C", "C", "O", "O", "H", "O", "F", "F", "H", "H", "H", "O", "H", "H", "C", "C", "H", "O", "C", "H", "O", "H", "H", "H", "H", "H", "C", "H", "H", "O", "H", "H", "C", "C", "H", "H", "H", "H", "H", "C", "C", "F", "H", "C", "H", "O", "C", "H", "C", "H", "H", "C", "C", "C", "H", "C", "O", "C", "H", "O", "H", "H", "C", "H", "O", "H", "C"],
  "xyz": [[-7.075, 1.853, 0.325], [-0.774, -0.027, -0.426], [-5.596, -1.892, -1.514], [7.224, -0.723, 0.400], [0.116, -3.668, -0.720], [-0.606, 7.784, 3.069], [-1.362, 6.199, 1.655], [-4.297, 2.804, 2.116], [1.033, -4.625, -1.033], [-2.705, 4.437, 1.205], [0.114, -6.630, -1.487], [5.468, -1.949, -4.475], [7.296, -1.716, 0.831], [6.275, -1.726, -2.920], [-0.883, 5.669, 3.781], [-4.713, 0.377, -2.187], [-0.872, 3.569, 3.417], [0.581, 0.180, -0.857], [5.731, 1.356, 0.216], [5.497, -3.276, -3.319], [-0.733, -4.109, 0.226], [-3.606, -2.371, -0.328], [7.169, -0.857, -0.690], [3.227, -1.267, -3.392], [-3.473, 0.398, -0.910], [4.911, -2.121, -0.775], [3.369, -1.295, -0.867], [4.719, 1.452, -0.162], [6.466, 1.628, -0.550], [-4.843, 2.057, 1.547], [0.164, -5.441, 1.557], [-7.249, 0.812, 0.618], [-0.146, 1.869, 0.537], [1.464, -6.379, -0.027], [1.176, -0.515, -0.261], [5.419, -2.190, -3.417], [-0.917, 6.667, 2.876], [-2.439, 4.310, 3.559], [-0.708, 4.329, 1.123], [-1.209, -6.070, 0.757], [-3.646, -1.946, 0.688], [-4.386, 1.864, 0.587], [-4.505, -1.499, -1.166], [0.888, 1.592, -0.375], [0.761, 2.500, -1.404], [0.731, 0.011, -1.916], [-3.949, -0.211, -1.689], [-3.997, -3.382, -0.284], [0.074, -2.611, -1.245], [-1.489, 4.806, 1.713], [-2.551, -2.332, -0.591], [-0.345, -5.426, 0.589], [3.554, -3.101, -1.097], [-6.432, 1.697, -0.553], [3.949, -2.107, -1.300], [-1.417, 4.486, 3.209], [4.135, -1.753, -2.754], [8.096, -0.094, 0.571], [-6.249, 2.588, 1.347], [-6.670, 3.553, 1.943], [5.959, -0.022, 0.784], [-7.983, 2.375, 0.052], [5.127, -0.524, 1.503], [-4.936, 1.184, 2.197], [5.952, 2.127, 0.962], [0.636, -5.855, -0.501], [-3.097, -0.432, -2.340], [-2.147, 0.937, 1.041], [1.856, 1.737, 0.092], [-1.129, 0.936, 0.437]]
}

No. 3
{
  "formula": "C21H33F5O23P2",
  "method": "ωB97M-V/def2-TZVPD",
  "relative_energy_kj_mol": 0.0,
  "e_homo_ev": -10.72,
  "e_lumo_ha": -0.003,
  "smiles": "O=C1OC[C@@H](F)O1.O=C1OC[C@@H](F)O1.O=C1OC[C@@H](F)O1.O=C1OC[C@@H](F)O1.O=C1OC[C@@H](F)O1.COP(=O)(OC)OC.COP(=O)(OC)OC",
  "charge": 0,
  "homo_lumo_gap_ha": 0.39105,
  "spin_multiplicity": 1,
  "elements": ["H", "H", "O", "C", "F", "O", "H", "H", "O", "H", "F", "O", "H", "C", "C", "H", "H", "O", "O", "C", "H", "H", "O", "H", "C", "H", "O", "H", "H", "C", "H", "H", "C", "H", "H", "H", "H", "C", "C", "H", "H", "F", "O", "O", "O", "C", "O", "O", "O", "O", "O", "C", "C", "H", "H", "H", "H", "C", "C", "O", "H", "H", "O", "H", "C", "H", "P", "F", "H", "C", "C", "C", "O", "C", "F", "C", "C", "O", "H", "P", "O", "O", "H", "O"],
  "xyz": [[0.924, 3.197, 3.988], [0.669, 0.212, -5.184], [-1.464, -0.427, -0.433], [-1.958, -6.508, 3.810], [-2.749, -2.811, -3.002], [1.316, -0.652, -2.014], [1.966, -3.389, -5.135], [-2.117, -5.484, 4.145], [-0.054, -7.514, 2.934], [-3.005, 5.842, 0.258], [-3.008, -2.038, 0.054], [-1.200, -7.245, 4.756], [-0.923, 7.796, 0.513], [-1.738, 4.081, -0.559], [-2.883, -3.344, -4.251], [2.750, -0.415, 2.950], [0.322, 8.468, 1.660], [-0.231, -1.245, -4.015], [3.827, -1.065, 1.252], [0.599, 3.751, 3.108], [-0.092, 6.101, 6.417], [-3.797, 4.628, -0.754], [0.814, -3.116, -2.646], [-2.897, -5.527, -4.068], [-0.031, -7.592, 4.276], [0.858, 4.907, 5.508], [5.375, -1.398, 2.851], [1.276, 4.506, 2.713], [2.275, -1.971, 2.391], [0.681, 5.971, 5.655], [2.923, 0.561, -1.700], [2.207, -1.950, -6.163], [5.156, -1.026, 1.561], [-1.660, -6.969, 1.695], [-0.791, 0.658, -4.087], [-0.682, -2.941, 1.419], [0.438, 2.991, 2.341], [3.140, -1.312, 2.466], [-0.992, -1.900, 1.329], [-1.262, -2.491, -0.717], [4.064, -1.843, 4.441], [4.362, -3.308, 3.152], [-0.721, 4.913, -1.093], [-0.548, 6.219, -2.892], [-0.721, -3.217, -6.821], [-1.196, 5.685, -2.036], [-0.609, 4.453, 3.466], [5.986, -0.714, 0.782], [-0.064, -0.826, 1.227], [0.469, 6.622, 4.409], [-2.063, 6.554, 3.786], [-0.317, -0.028, -4.786], [-2.213, -4.705, -4.256], [-1.337, 8.381, 2.121], [3.587, -2.708, -5.282], [-2.935, -6.952, 3.634], [-1.393, -4.604, -3.540], [-0.573, 7.857, 1.541], [2.529, -2.463, -5.260], [-2.185, -2.657, -5.253], [-1.379, 3.707, 0.394], [-3.958, -3.366, -4.451], [-0.311, 6.556, 2.031], [1.394, 1.452, -2.088], [-1.675, -1.735, -0.040], [-1.625, -1.808, 2.216], [1.018, -1.747, -3.170], [-2.102, 3.125, -1.443], [-0.951, -0.251, -5.642], [-1.094, -6.615, 2.559], [-1.512, -3.557, -5.995], [4.188, -1.961, 3.368], [0.029, 1.164, 0.271], [2.002, 0.561, -2.277], [-0.563, -5.443, 2.114], [-0.484, 0.097, 0.390], [-2.864, 5.166, -0.582], [0.853, -8.015, 4.970], [1.549, 6.422, 6.138], [-0.724, 6.053, 3.483], [-1.790, -4.820, -5.620], [2.257, -1.611, -4.140], [2.151, 0.795, -3.336], [-2.514, 5.831, -1.813]]
}

No. 4
{
  "formula": "C21H33N4Tc",
  "method": "ωB97M-V/def2-TZVPD",
  "e_homo_ev": [-17.74, -17.83],
  "e_lumo_ha": [-0.427, -0.424],
  "charge": 3,
  "homo_lumo_gap_ha": [0.22555, 0.23175],
  "spin_multiplicity": 2,
  "elements": ["C", "H", "H", "H", "H", "C", "H", "C", "H", "C", "H", "C", "C", "H", "H", "H", "C", "H", "C", "C", "C", "C", "C", "H", "H", "H", "H", "H", "H", "H", "H", "H", "C", "C", "H", "H", "H", "N", "N", "C", "N", "H", "H", "H", "C", "Tc", "C", "H", "H", "C", "C", "C", "H", "H", "H", "H", "C", "N", "H"],
  "xyz": [[-0.023, -0.251, 3.377], [5.239, -2.414, -2.526], [1.030, 1.196, -2.621], [2.953, -0.899, 1.786], [-4.288, -1.599, 0.268], [-0.780, -2.344, 1.190], [0.325, -2.332, 0.924], [-1.953, 2.256, 3.116], [0.801, -0.901, 3.081], [-2.554, -0.478, 0.647], [-0.346, 2.277, -2.857], [-0.888, 0.182, -2.770], [3.065, -0.171, 0.978], [3.951, 0.431, 1.195], [0.887, 3.376, -0.932], [5.304, -1.209, -0.350], [-0.019, 1.358, -2.367], [-1.255, -1.674, -1.998], [-2.875, 0.796, 1.229], [1.969, -1.691, -2.168], [0.750, 2.531, -0.255], [-3.425, -1.217, -0.291], [-1.009, -0.023, 2.295], [-4.699, 1.748, 1.774], [2.692, 2.616, 0.686], [-2.370, 3.129, 2.615], [0.362, 0.678, 3.802], [1.615, 0.945, 1.888], [2.639, 1.618, -0.762], [0.637, -1.520, -3.834], [-3.767, 2.642, 0.597], [-0.962, 2.511, 3.492], [4.368, -1.358, -0.871], [-1.321, -0.946, 1.231], [-2.584, 2.055, 3.987], [-0.883, 0.033, -3.851], [3.071, -2.708, -3.700], [1.840, 0.670, 0.935], [-0.118, 1.488, -0.884], [4.327, -2.029, -2.089], [-0.446, -1.061, -2.055], [-4.667, 1.204, 0.102], [-1.089, 1.723, -0.661], [-3.840, -0.579, -1.073], [3.190, -0.883, -0.340], [0.249, -0.404, -0.096], [0.609, -1.835, -2.790], [0.224, 2.894, 0.629], [-2.944, -2.088, -0.736], [3.118, -2.196, -2.749], [-4.061, 1.633, 0.895], [-1.934, 1.074, 2.217], [-1.923, 0.371, -2.472], [0.325, -2.890, -2.791], [-1.276, -2.972, 0.454], [-0.804, -2.852, 2.154], [2.076, 1.910, 0.126], [2.016, -1.055, -0.986], [-0.529, -0.766, 4.204]]
}

No. 5
{
  "formula": "C21H33N7O4RuS",
  "method": "ωB97M-V/def2-TZVPD",
  "e_homo_ev": [-14.29, -14.83],
  "e_lumo_ha": [-0.205, -0.282],
  "charge": 2,
  "homo_lumo_gap_ha": [0.31994, 0.26346],
  "spin_multiplicity": 5,
  "elements": ["H", "H", "C", "C", "H", "N", "H", "H", "C", "C", "Ru", "N", "H", "S", "C", "C", "H", "H", "O", "H", "H", "H", "H", "H", "N", "N", "H", "H", "H", "C", "H", "C", "C", "C", "N", "H", "C", "C", "H", "H", "H", "C", "C", "O", "H", "H", "H", "H", "C", "H", "C", "H", "N", "C", "N", "C", "C", "H", "H", "C", "O", "H", "H", "O", "C", "H", "H"],
  "xyz": [[4.151, 2.441, 2.838], [-3.751, 2.878, -3.743], [-0.026, 3.469, -1.271], [-3.627, -0.339, 1.182], [0.718, -1.169, 4.078], [2.834, -2.248, 0.025], [2.837, -0.287, 0.762], [4.134, -3.895, -0.278], [-0.105, 0.274, 2.701], [0.532, 0.504, -2.534], [-0.870, -0.681, -0.267], [-2.777, 1.509, -2.485], [0.068, -4.812, -1.729], [-1.421, -0.821, 2.361], [1.962, 0.564, 3.863], [-0.141, -3.984, -1.053], [-4.292, 2.920, -2.063], [2.221, -5.285, -0.545], [-0.805, -1.886, 1.481], [1.268, 3.261, 1.949], [-4.119, -0.680, 2.086], [-0.746, 1.918, 1.463], [0.873, 1.475, -2.897], [4.238, -0.685, -0.272], [-1.204, 2.943, -1.938], [0.904, -1.206, -0.918], [-0.825, -4.317, -0.273], [0.326, -0.125, -3.403], [-3.734, 0.400, -3.965], [3.301, -3.602, 0.360], [0.529, 2.650, -0.819], [2.044, -4.460, 0.142], [1.584, -0.120, -1.648], [3.546, -1.063, 0.480], [1.101, -3.513, -0.468], [1.632, -4.860, 1.068], [1.597, -2.288, -0.469], [0.032, 1.522, 2.101], [-4.297, 0.070, -2.315], [-4.218, 0.326, 0.559], [2.422, -0.494, -2.238], [1.162, 2.275, 2.386], [-3.421, 2.813, -2.708], [-2.793, -1.878, -0.734], [3.760, 2.417, 4.552], [1.962, 0.637, -0.955], [3.134, 3.705, 3.519], [2.694, 0.206, 4.577], [-1.543, 1.661, -2.036], [0.616, 3.997, -1.976], [-2.299, 3.816, -2.383], [4.116, -1.329, 1.369], [-2.293, -0.004, 1.257], [2.143, 1.814, 3.262], [-0.697, 0.634, -1.708], [3.361, 2.641, 3.565], [0.853, -0.211, 3.590], [3.634, -3.617, 1.396], [-2.570, 4.500, -1.580], [-3.763, -1.849, 0.020], [-2.076, -1.261, 3.540], [-2.728, -0.549, -2.854], [-0.617, -3.191, -1.624], [-4.783, -2.380, 0.282], [-3.421, 0.282, -2.928], [-1.992, 4.401, -3.248], [-0.334, 4.164, -0.488]]
}

No. 6
{
  "formula": "C21H34AsAuO2P2S2",
  "method": "ωB97M-V/def2-TZVPD",
  "relative_energy_kj_mol": 70.5,
  "e_homo_ev": [-10.23, -11.20],
  "e_lumo_ha": [-0.079, -0.197],
  "charge": 1,
  "homo_lumo_gap_ha": [0.29683, 0.21481],
  "spin_multiplicity": 4,
  "elements": ["H", "C", "C", "H", "As", "H", "H", "H", "H", "C", "H", "C", "C", "C", "C", "C", "C", "P", "H", "C", "S", "C", "H", "S", "H", "H", "H", "H", "H", "H", "C", "H", "H", "H", "H", "C", "C", "P", "H", "H", "H", "H", "C", "C", "H", "H", "H", "H", "O", "C", "H", "C", "C", "C", "O", "H", "H", "H", "C", "H", "H", "H", "Au"],
  "xyz": [[-4.188, -0.076, 1.342], [-3.871, 0.936, 1.087], [2.903, -1.204, -0.622], [2.436, -1.924, -1.289], [1.602, 0.078, 0.007], [-4.723, -4.647, 3.437], [3.119, 0.767, 1.862], [2.146, 2.149, 1.333], [-1.297, 5.586, 0.762], [-4.146, -5.246, 2.731], [-1.673, 3.264, 1.494], [2.341, -4.612, 2.291], [3.530, 3.961, -2.208], [2.304, 1.878, -2.192], [2.470, 3.191, -1.752], [-1.536, 4.823, 0.032], [-1.755, 3.518, 0.442], [-2.341, 0.851, 0.106], [3.341, -4.416, 1.902], [1.182, 1.038, -1.657], [-1.674, -3.856, -0.009], [4.441, 3.428, -3.112], [3.642, 4.982, -1.863], [-0.616, -1.130, 3.455], [-2.006, -0.152, -2.079], [-1.977, 4.423, -3.304], [4.980, 1.707, -4.275], [3.349, -1.724, 0.223], [-2.075, -5.624, 2.249], [2.054, -5.626, 2.010], [-1.918, 4.170, -2.253], [3.089, 0.343, -3.471], [3.555, 1.643, 0.370], [-1.442, 6.168, -1.640], [-4.423, -6.293, 2.859], [-2.820, -0.114, -1.355], [2.733, 1.297, 0.993], [-1.246, -3.037, 1.956], [1.360, -3.639, 0.633], [-2.383, 2.108, -2.584], [2.369, -4.543, 3.378], [-3.712, 0.302, -1.828], [4.281, 2.125, -3.561], [3.218, 1.356, -3.103], [-3.028, -1.133, -1.031], [5.268, 4.029, -3.469], [-3.693, 1.481, 2.012], [-2.381, -5.406, 3.975], [-2.330, -3.663, 2.916], [-2.149, 2.862, -1.843], [1.612, -2.597, 2.041], [-1.616, 5.148, -1.318], [-2.075, 2.532, -0.494], [-2.671, -5.081, 2.979], [0.050, -3.944, 2.216], [-4.653, 1.435, 0.516], [0.298, 1.637, -1.448], [1.754, 3.615, -1.053], [1.371, -3.611, 1.723], [3.672, -0.650, -1.156], [-4.404, -4.942, 1.716], [0.905, 0.255, -2.364], [-0.554, -0.194, 1.285]]
}